(1)
{"formula": "C3H3NO2", "method": "the ωB97M-V functional and the def2-TZVPD basis", "de_lowest_kcal_mol": 107.3, "gap_ev": 9.6, "smiles": "O=c1nc1CO", "lumo_ev": 0.4, "homo_ev": -9.1692, "elements": ["O", "C", "N", "C", "C", "O", "H", "H", "H"], "positions_angstrom": [[2.2885, 0.9526, 1.8574], [1.2492, 0.8634, 1.3524], [0.0601, 1.4109, 0.8324], [0.3647, 0.1529, 0.5117], [-0.4416, -0.9394, -0.8167], [-1.4001, -0.2184, -1.4266], [-0.7999, -1.6432, -0.0859], [0.5816, -1.0208, -1.3583], [-1.9024, 0.4419, -0.8665]], "mulliken_charge": [-0.463, 0.516, -0.433, 0.060, -0.175, -0.466, 0.319, 0.296, 0.346]}

(2)
{"formula": "C32H43As2Br2N5O9Ti", "method": "the ωB97M-V functional and the def2-TZVPD basis", "de_lowest_kcal_mol": 19.4, "gap_ev": [7.4, 6.2], "spin_multiplicity": 3, "lumo_ev": [-5.5, -6.9], "total_charge": 2, "homo_ev": [-12.9101, -13.0878], "elements": ["Ti", "N", "C", "C", "C", "N", "C", "C", "N", "C", "H", "H", "H", "H", "H", "H", "H", "H", "H", "H", "H", "H", "H", "H", "H", "H", "Br", "C", "C", "C", "Br", "C", "C", "C", "C", "N", "C", "C", "O", "H", "H", "H", "H", "C", "O", "C", "O", "C", "C", "As", "C", "C", "C", "As", "C", "C", "O", "O", "C", "C", "O", "O", "C", "C", "O", "O", "C", "H", "H", "H", "H", "H", "H", "H", "H", "H", "H", "H", "H", "H", "H", "H", "H", "H", "H", "C", "C", "C", "N", "H", "H", "H", "H", "H"], "positions_angstrom": [[0.5135, -0.6471, 0.9839], [-0.3383, 2.7639, -0.6472], [-1.7969, 2.4326, -0.4873], [-2.4549, 3.4535, 0.4238], [-3.9191, 3.0881, 0.6723], [-3.9716, 1.8803, 1.5203], [-4.6559, 2.8579, -0.6503], [-3.9422, 1.9051, -1.6204], [-3.9598, 0.4882, -1.2216], [-2.4928, 2.3597, -1.8292], [0.1292, 2.5209, 0.2332], [-0.1959, 3.7493, -0.8653], [0.0896, 2.1969, -1.4057], [-1.7635, 1.4616, -0.0035], [-2.4190, 4.4415, -0.0481], [-1.9196, 3.5185, 1.3750], [-4.3871, 3.9404, 1.1749], [-4.9279, 1.7455, 1.8348], [-3.4141, 2.0397, 2.3558], [-4.7802, 3.8281, -1.1397], [-5.6628, 2.4831, -0.4489], [-4.4443, 1.9683, -2.5866], [-4.8541, 0.0881, -1.4804], [-3.8822, 0.4201, -0.2128], [-2.4823, 3.3499, -2.2987], [-1.9871, 1.6592, -2.4966], [-0.7023, 2.9786, 4.0227], [1.0209, 2.4090, 3.5121], [2.1365, 2.8346, 4.2654], [3.3988, 2.4470, 3.9188], [4.8623, 3.0571, 4.9302], [3.6099, 1.5868, 2.8073], [4.8651, 1.1440, 2.3306], [4.9209, 0.3231, 1.2381], [3.7297, -0.1140, 0.6389], [2.5395, 0.2611, 1.0571], [2.4801, 1.1484, 2.1006], [1.1707, 1.5948, 2.4215], [0.1797, 1.1732, 1.6179], [1.9806, 3.4819, 5.1170], [5.7692, 1.4698, 2.8272], [5.8661, -0.0076, 0.8320], [3.7560, -0.7756, -0.2089], [2.4817, 1.9253, -5.0234], [2.2404, 0.6569, -4.3646], [1.4514, 0.6677, -3.3169], [0.8589, 1.6611, -2.9287], [1.4316, -0.6317, -2.5814], [2.5292, -1.3889, -2.5294], [2.6521, -3.1352, -1.6212], [4.4701, -3.0591, -0.8898], [1.4558, -2.6432, -0.1427], [0.1256, -2.3479, -0.4597], [-0.2644, -0.8614, -1.6387], [-1.4400, -1.4473, -3.0643], [-0.9859, -3.1552, 0.1102], [-0.8435, -4.0102, 0.9448], [-2.1645, -2.7997, -0.4166], [-3.2889, -3.5873, 0.0141], [1.7718, -3.1915, 1.1900], [2.4950, -4.0771, 1.5073], [1.1774, -2.3395, 2.1339], [1.2925, -2.7400, 3.5225], [3.8426, -0.8939, -3.0833], [4.4941, -0.1212, -2.4288], [4.3189, -1.4310, -4.1945], [3.4584, -2.2168, -5.0435], [3.1424, 1.6950, -5.8505], [2.9604, 2.6088, -4.3268], [1.5419, 2.3403, -5.3777], [5.0291, -2.1847, -1.2170], [4.9752, -3.9549, -1.2440], [4.4299, -3.1026, 0.1965], [-1.1690, -2.4551, -3.3672], [-1.3143, -0.7552, -3.8962], [-2.4568, -1.3908, -2.6917], [-4.1515, -3.1754, -0.4992], [-3.4094, -3.5206, 1.0946], [-3.1411, -4.6301, -0.2572], [0.7500, -1.9938, 4.0950], [2.3412, -2.7631, 3.8045], [0.8485, -3.7247, 3.6402], [4.0466, -2.4287, -5.9293], [2.5710, -1.6473, -5.3139], [3.1821, -3.1549, -4.5632], [-3.8555, -0.6476, 4.3516], [-3.7140, -1.4954, 3.0811], [-2.4359, -1.2588, 2.4188], [-1.4279, -1.0440, 1.9213], [-4.8222, -0.8484, 4.8078], [-3.7937, 0.4152, 4.1242], [-3.0778, -0.8918, 5.0727], [-4.4998, -1.2692, 2.3582], [-3.7739, -2.5605, 3.3121]], "mulliken_charge": [0.407, 0.358, 1.795, -1.587, 0.008, -0.381, -1.381, -0.237, -0.339, -0.927, -0.145, 0.511, -0.039, -0.693, 0.486, 0.179, 0.498, 0.322, 0.028, 0.463, 0.421, 0.682, 0.376, -0.036, 0.492, 0.050, -0.119, 0.069, -0.483, -0.038, -0.160, 1.093, -1.139, -1.431, 0.141, 0.348, -0.103, -0.069, -0.254, 0.502, 0.419, 0.573, 0.249, -0.804, -0.218, -0.223, -0.757, -0.765, 1.044, -0.003, -0.945, 1.541, -0.904, 3.263, -1.482, -0.508, -0.621, -0.239, -0.790, -0.417, -0.501, 0.469, -1.084, 0.249, -0.548, -0.356, -0.551, 0.292, 0.343, 0.297, 0.297, 0.479, 0.302, 0.463, 0.505, 0.292, 0.248, 0.233, 0.330, 0.309, 0.312, 0.346, 0.371, 0.226, 0.247, -1.328, -0.646, 0.482, -0.044, 0.409, 0.246, 0.384, 0.349, 0.499]}

(3)
{"formula": "C7H10", "method": "the ωB97M-V functional and the def2-TZVPD basis", "de_lowest_kcal_mol": 65.4, "gap_ev": 10.9, "smiles": "C#CC[C@@H]1C[C@@H]1C", "lumo_ev": 1.1, "homo_ev": -9.7545, "elements": ["C", "C", "C", "C", "C", "C", "C", "H", "H", "H", "H", "H", "H", "H", "H", "H", "H"], "positions_angstrom": [[-2.5949, -0.0918, 1.6450], [-1.4742, -0.4542, 1.3806], [-0.0790, -0.8770, 1.1218], [0.3378, -1.0012, -0.3416], [1.6403, -0.4488, -0.9052], [0.3337, 0.2011, -1.2307], [0.1317, 1.5764, -0.6354], [-3.5852, 0.2341, 1.8934], [0.5724, -0.1488, 1.6169], [0.0812, -1.8336, 1.6294], [0.3499, -1.9806, -0.7718], [2.1017, -1.0149, -1.7162], [2.3260, 0.0365, -0.2225], [-0.0595, 0.0897, -2.2376], [0.6347, 2.3147, -1.2684], [-0.9202, 1.8507, -0.5366], [0.5888, 1.6569, 0.3557]], "mulliken_charge": [0.091, -0.359, -1.120, -0.124, -0.783, 0.274, -1.369, 0.408, 0.285, 0.389, 0.441, 0.279, 0.240, 0.383, 0.375, 0.315, 0.275]}